{"formula": "C5H9N2", "method": "ωB97M-V/def2-TZVPD", "fmax_ha_per_bohr": 0.074, "homo_energy_ha": [-0.503, -0.503], "charge": 1, "total_energy_ev": -8298.277, "lumo_ev": [-4.753, -4.751], "relative_energy_kj_mol": 719.4, "elements": ["C", "C", "C", "C", "C", "N", "N", "H", "H", "H", "H", "H", "H", "H", "H", "H"], "xyz": [[0.29490, 1.19694, -0.19214], [1.09164, 0.18966, -0.16203], [-1.28238, -0.42949, -0.95960], [-1.17530, -0.28703, 1.04335], [2.23654, -0.56375, -0.01075], [-0.65613, -1.21899, 0.10032], [-1.07194, 0.84481, -0.08653], [0.59864, 2.28189, -0.16815], [-0.82976, -0.52023, -1.95780], [-2.32075, -0.79610, -0.99985], [-2.22518, -0.31757, 1.32981], [-0.47808, 0.02462, 1.99047], [2.60851, -0.78604, -0.93958], [1.90601, -1.34745, 0.67467], [3.08054, 0.17859, 0.33473], [-1.77727, 1.55013, 0.00307]], "atomic_forces_ev_per_a": [[1.5, 2.6, 0.1], [-3.5, -1.1, 0.5], [-0.6, -1.7, 0.2], [2.2, 2.0, 2.2], [2.3, 1.9, 2.3], [2.4, 1.6, -0.7], [-1.9, -1.9, 0.3], [-0.5, -1.3, -0.2], [0.0, 0.7, 0.5], [-0.2, 1.1, -0.1], [-0.2, -0.4, -0.1], [-1.8, -1.0, -2.3], [0.8, -1.7, -2.3], [1.2, -0.3, -0.1], [-1.4, -1.5, 0.2], [-0.4, 1.0, -0.5]], "nbo_charge": [-0.204, 0.358, -0.075, -0.040, -0.744, -0.423, -0.406, 0.294, 0.242, 0.232, 0.222, 0.233, 0.274, 0.303, 0.287, 0.446]}

{"formula": "C37H62MgN5O4Si", "method": "ωB97M-V/def2-TZVPD", "fmax_ha_per_bohr": 0.010, "homo_energy_ha": -0.098, "charge": -1, "total_energy_ev": -68347.545, "lumo_ev": 2.396, "relative_energy_kj_mol": 28.2, "elements": ["Mg", "C", "C", "N", "C", "C", "N", "C", "C", "N", "C", "C", "N", "C", "C", "C", "C", "C", "C", "C", "N", "H", "H", "H", "H", "H", "H", "H", "H", "H", "H", "H", "H", "H", "H", "H", "H", "H", "H", "H", "H", "H", "H", "H", "C", "C", "C", "C", "O", "Si", "O", "O", "C", "C", "C", "C", "O", "C", "C", "C", "C", "H", "H", "H", "H", "H", "H", "H", "H", "H", "H", "H", "H", "H", "H", "H", "H", "H", "H", "H", "H", "H", "H", "H", "H", "H", "H", "H", "C", "C", "C", "C", "C", "C", "C", "C", "C", "C", "H", "H", "H", "H", "H", "H", "H", "H", "H", "H", "H", "H"], "xyz": [[-1.06471, 0.66338, -0.39654], [-0.36076, 3.64646, 2.65604], [-1.05166, 2.60726, 1.81933], [-1.15167, 2.70533, 0.55484], [-0.64840, 3.82206, -0.20647], [-0.18750, 3.33242, -1.58291], [-1.06663, 2.29796, -2.12836], [-2.36514, 2.74133, -2.63862], [-3.50531, 2.68857, -1.60695], [-3.47110, 1.45064, -0.87177], [-4.63096, 0.58882, -0.69553], [-4.28160, -0.86762, -1.02998], [-3.15180, -1.46791, -0.36072], [-3.27412, -1.58051, 1.05913], [-4.06122, -2.78460, 1.53028], [-2.74690, -0.68706, 1.94120], [-2.88535, -0.86113, 3.38575], [-2.43045, 0.06538, 4.25307], [-1.79530, 1.25476, 3.78261], [-1.64382, 1.37251, 2.42231], [-2.04313, 0.45701, 1.52181], [-0.75575, 4.64204, 2.44531], [0.69811, 3.62835, 2.38445], [-0.43937, 3.45282, 3.71965], [0.19005, 4.34022, 0.27190], [-1.46023, 4.55269, -0.31794], [0.79114, 2.87579, -1.46182], [-0.09817, 4.19627, -2.25989], [-0.57748, 1.80328, -2.86367], [-2.63115, 2.06816, -3.45646], [-2.29593, 3.75778, -3.05667], [-4.44469, 2.77604, -2.16531], [-3.45671, 3.56137, -0.94313], [-3.04314, 1.57826, 0.03587], [-5.44452, 0.90913, -1.35923], [-5.00343, 0.65373, 0.33399], [-4.11293, -0.91630, -2.10599], [-5.18082, -1.47246, -0.82409], [-4.10880, -3.50721, 0.71549], [-5.09381, -2.54762, 1.82497], [-3.60145, -3.29345, 2.38186], [-3.38233, -1.74502, 3.75862], [-2.56003, -0.08856, 5.31896], [-1.47432, 2.01341, 4.47632], [3.54672, -0.99644, -2.10922], [3.61680, 0.52461, -2.18747], [4.98518, 0.96506, -2.69722], [2.51864, 1.05686, -3.10464], [3.48817, 1.10114, -0.89408], [2.33419, 0.79521, 0.26363], [0.85637, 0.82989, -0.26598], [2.81447, -0.65010, 0.90617], [2.26070, -1.46506, 1.94266], [3.26735, -1.49978, 3.08679], [2.08868, -2.85970, 1.34938], [0.92679, -0.93889, 2.44995], [2.57085, 2.02290, 1.35453], [3.77769, 2.61283, 1.82865], [3.97793, 3.91478, 1.05632], [4.99480, 1.71184, 1.63502], [3.56850, 2.88465, 3.31544], [3.67618, -1.43170, -3.10304], [2.58301, -1.31813, -1.71571], [4.32540, -1.37873, -1.44837], [5.16307, 0.59844, -3.71028], [5.76852, 0.57967, -2.04304], [5.04392, 2.05445, -2.70296], [2.59383, 0.60682, -4.09693], [2.60764, 2.14071, -3.20442], [1.54502, 0.81956, -2.67623], [4.25020, -1.80947, 2.72705], [2.93694, -2.20158, 3.85536], [3.35414, -0.51432, 3.54804], [3.04433, -3.22355, 0.96649], [1.37081, -2.82081, 0.53023], [1.71073, -3.56382, 2.09309], [1.02467, 0.09104, 2.80287], [0.56642, -1.54602, 3.28347], [0.17231, -0.96572, 1.67028], [4.01649, 3.69158, -0.01014], [4.90762, 4.40877, 1.34969], [3.15002, 4.60320, 1.23931], [5.19931, 1.56579, 0.57511], [4.83115, 0.73661, 2.08874], [5.86768, 2.17156, 2.10511], [2.65378, 3.45740, 3.46426], [4.40675, 3.44316, 3.73791], [3.46781, 1.94189, 3.85610], [-2.16330, -1.76279, -3.46973], [-1.47645, -2.20236, -2.16654], [0.02124, -1.99751, -2.42051], [-1.78679, -1.30963, -0.92635], [-1.80005, -3.65279, -1.85401], [-3.12451, -4.10277, -1.87979], [-3.45894, -5.39423, -1.50091], [-2.47931, -6.28002, -1.07551], [-1.16046, -5.85349, -1.04072], [-0.83003, -4.56091, -1.42563], [-2.08669, -0.67549, -3.56265], [-3.21657, -2.02963, -3.52674], [-1.66947, -2.22452, -4.33078], [0.18299, -0.97679, -2.77105], [0.40774, -2.68618, -3.17865], [0.60945, -2.10807, -1.50934], [-1.17700, -1.80630, -0.14924], [-3.91009, -3.42966, -2.19315], [-4.49686, -5.70583, -1.52799], [-2.74220, -7.28606, -0.77180], [-0.37826, -6.52761, -0.71187], [0.20732, -4.25770, -1.38074]], "atomic_forces_ev_per_a": [[-0.4, 0.0, -0.3], [0.0, 0.0, 0.0], [0.0, 0.1, 0.0], [0.0, 0.0, 0.0], [0.0, 0.1, 0.0], [0.0, 0.1, 0.0], [0.0, 0.0, 0.0], [0.0, 0.0, -0.1], [-0.1, -0.1, -0.1], [0.2, 0.0, 0.3], [0.0, 0.0, -0.2], [-0.1, 0.0, 0.0], [0.0, 0.1, 0.0], [-0.1, -0.1, 0.0], [0.0, 0.0, 0.0], [0.0, 0.0, 0.0], [0.0, 0.0, 0.0], [0.0, -0.1, 0.0], [0.0, 0.1, -0.1], [-0.1, -0.1, 0.2], [0.1, 0.0, -0.1], [0.0, 0.0, 0.0], [0.0, 0.0, 0.0], [0.0, 0.0, 0.0], [0.0, 0.0, 0.0], [0.0, 0.0, 0.0], [0.0, 0.0, 0.0], [0.0, 0.0, 0.0], [0.1, 0.0, 0.0], [0.0, 0.0, 0.0], [0.0, 0.0, 0.0], [0.0, 0.0, 0.0], [0.0, 0.0, 0.0], [-0.1, 0.1, 0.1], [0.0, 0.0, 0.0], [0.0, 0.0, 0.0], [0.0, 0.0, 0.0], [0.0, 0.0, 0.0], [0.0, 0.0, 0.0], [0.0, 0.0, 0.0], [0.0, 0.0, 0.0], [0.0, 0.0, 0.0], [0.0, 0.0, 0.0], [0.0, 0.0, 0.0], [0.0, 0.0, 0.0], [0.1, 0.0, 0.0], [0.0, 0.0, 0.0], [0.0, 0.0, 0.0], [-0.1, 0.0, -0.1], [-0.2, -0.1, -0.1], [0.2, -0.1, 0.0], [0.1, 0.1, 0.1], [0.0, 0.0, -0.1], [0.0, 0.0, 0.1], [0.0, 0.0, 0.0], [0.0, 0.0, 0.1], [0.0, -0.1, 0.1], [0.0, 0.0, 0.0], [0.0, 0.0, 0.0], [0.1, 0.0, 0.0], [0.0, 0.0, 0.0], [0.0, 0.0, 0.0], [0.0, 0.0, 0.0], [0.0, 0.0, 0.0], [0.0, 0.0, 0.0], [0.0, 0.0, 0.0], [0.0, 0.0, 0.0], [0.0, 0.0, 0.0], [0.0, 0.0, 0.0], [0.0, 0.0, 0.0], [0.0, 0.0, 0.0], [0.0, 0.0, 0.0], [0.0, 0.0, 0.0], [0.0, 0.0, 0.0], [0.0, 0.0, -0.1], [0.0, 0.0, 0.0], [0.0, 0.0, 0.0], [0.0, 0.0, 0.0], [-0.1, 0.0, -0.1], [0.0, 0.0, 0.0], [0.0, 0.0, 0.0], [0.0, 0.0, 0.0], [0.0, 0.0, 0.1], [0.0, -0.1, 0.0], [0.0, 0.0, 0.0], [0.0, 0.0, 0.0], [0.0, 0.0, 0.0], [0.0, 0.0, 0.0], [-0.1, 0.0, 0.0], [0.1, 0.0, -0.1], [-0.1, 0.0, 0.0], [0.2, -0.1, 0.1], [-0.1, 0.0, 0.0], [0.1, 0.0, 0.0], [0.0, 0.0, 0.0], [0.0, 0.0, 0.0], [0.0, 0.0, 0.0], [0.0, 0.0, 0.0], [0.0, 0.0, 0.0], [0.0, 0.0, 0.0], [0.0, 0.0, 0.0], [0.0, 0.0, 0.0], [0.0, 0.0, 0.0], [0.0, 0.0, 0.0], [0.1, 0.0, 0.1], [0.0, 0.0, 0.0], [0.0, 0.0, 0.0], [0.0, 0.0, 0.0], [0.0, 0.0, 0.0], [0.0, 0.0, 0.0]], "lowdin_charge": [0.568, -0.006, -0.238, 0.031, -0.180, -0.197, -0.086, -0.189, -0.210, -0.072, -0.182, -0.187, -0.138, -0.273, -0.058, -0.228, -0.035, -0.108, -0.068, -0.273, 0.045, 0.087, 0.066, 0.061, 0.111, 0.117, 0.092, 0.116, 0.106, 0.113, 0.111, 0.110, 0.101, 0.054, 0.106, 0.113, 0.090, 0.113, 0.057, 0.068, 0.059, 0.085, 0.090, 0.071, -0.025, -0.643, -0.037, -0.031, -0.116, 0.031, -0.260, -0.103, -0.630, -0.036, -0.019, -0.023, -0.102, -0.645, -0.027, -0.031, -0.026, 0.089, 0.058, 0.091, 0.081, 0.083, 0.081, 0.088, 0.087, 0.048, 0.085, 0.083, 0.070, 0.086, 0.067, 0.087, 0.088, 0.099, 0.066, 0.081, 0.081, 0.078, 0.075, 0.071, 0.086, 0.068, 0.083, 0.078, -0.057, -0.502, -0.081, -0.188, -0.155, -0.048, -0.106, -0.122, -0.101, -0.036, 0.072, 0.053, 0.081, 0.067, 0.093, 0.054, 0.087, 0.095, 0.094, 0.087, 0.091, 0.095]}

> What is the formula in the second record?

C37H62MgN5O4Si